[1]
ORCA calculation (the ωB97M-V functional and the def2-TZVPD basis) on C12H26Br2N4O4PRuS as an isolated structure.

Last column: Löwdin spin population.
Geometry (Å):
Ru (-0.2488, 0.5199, -0.2188)  0.91
C (-1.7301, -1.9011, 4.4569)  0.00
C (-0.9176, -2.3467, 3.3018)  0.00
N (-0.3237, -3.4845, 3.1643)  0.00
N (0.2917, -3.4331, 1.9358)  0.00
C (0.0769, -2.2884, 1.3125)  0.00
S (0.5682, -1.7331, -0.2210)  -0.03
N (-0.6779, -1.5809, 2.1588)  0.00
N (-1.0732, -0.2950, 1.7908)  0.01
H (-1.7389, -2.6959, 5.1983)  0.00
H (-2.7596, -1.6988, 4.1557)  0.00
H (-1.3091, -1.0026, 4.9106)  0.00
H (0.8227, -4.2274, 1.6103)  0.00
H (-0.6127, 0.4109, 2.3634)  0.00
H (-2.0810, -0.1940, 1.8957)  0.00
Br (2.2268, 0.8096, -1.2843)  0.06
C (1.3075, 0.8294, -2.9829)  0.00
Br (-0.4115, -0.0608, -2.7508)  0.02
H (1.8871, 0.2730, -3.7091)  0.00
H (1.1077, 1.8561, -3.2561)  0.00
C (-3.3516, 3.4161, 1.9759)  0.00
C (-3.5927, 3.0211, 0.5301)  0.00
C (-3.9681, 1.5535, 0.3669)  0.01
C (-4.6286, 3.9146, -0.1212)  0.00
O (-2.3571, 3.2631, -0.2629)  0.00
P (-0.8467, 3.0888, 0.0294)  0.01
O (-0.2123, 2.3962, -1.1877)  0.00
O (-0.5576, 1.9849, 1.1066)  0.01
O (-0.2478, 4.4032, 0.5030)  0.00
C (-0.0104, 5.7332, -0.2042)  0.00
C (-1.2213, 6.0721, -1.0485)  0.00
C (0.1737, 6.7099, 0.9350)  0.00
C (1.2452, 5.5528, -1.0284)  0.00
H (-4.2922, 3.3564, 2.5223)  0.00
H (-2.9913, 4.4435, 2.0369)  0.00
H (-2.6249, 2.7674, 2.4688)  0.00
H (-4.6392, 1.2419, 1.1686)  0.00
H (-3.0806, 0.9163, 0.3966)  0.01
H (-4.4663, 1.3725, -0.5847)  0.00
H (-5.6036, 3.7355, 0.3335)  0.00
H (-4.6979, 3.7039, -1.1881)  0.00
H (-4.3746, 4.9657, 0.0146)  0.00
H (-2.1268, 6.1404, -0.4459)  0.00
H (-1.3848, 5.3438, -1.8458)  0.00
H (-1.0467, 7.0427, -1.5119)  0.00
H (-0.7244, 6.7719, 1.5494)  0.00
H (0.3774, 7.6984, 0.5247)  0.00
H (1.0127, 6.4163, 1.5650)  0.00
H (1.1034, 4.8134, -1.8188)  0.00
H (2.0819, 5.2464, -0.4007)  0.00
H (1.4981, 6.5036, -1.4968)  0.00

Values from the calculation:
charge = +2
lowest unoccupied orbital energy (alpha / beta) = -8.22 / -7.79 eV
gap between HOMO and LUMO (alpha / beta) = 0.26083 / 0.27340 Eh
2S+1 = 2
HOMO energy (alpha / beta) = -0.5629 / -0.5595 Ha
ΔE to the lowest compared entry with this formula, charge and spin = 54.6 kJ/mol


[2]
ORCA calculation (the ωB97M-V functional and the def2-TZVPD basis) on a 2-piece molecular cluster, C2H6N2O2 overall.

Last column: natural (NBO) charge in e.
Geometry (Å):
C (1.9447, 0.0218, -0.0913)  -0.48
C (-2.4332, 0.1145, -0.0306)  -0.40
N (0.5182, 0.3159, 0.0282)  0.21
N (-0.1267, -0.7821, -0.0265)  0.24
O (0.0389, 1.4944, 0.0681)  -0.53
O (0.3457, -1.9238, 0.0416)  -0.39
H (2.1630, -0.9807, 0.1805)  0.24
H (2.4023, 0.6585, 0.7242)  0.23
H (2.3653, 0.3475, -1.1592)  0.24
H (-2.3676, 0.5272, -0.9790)  0.20
H (-1.8441, 0.7900, 0.6616)  0.21
H (-3.0066, -0.5834, 0.5823)  0.21

Values from the calculation:
lowest unoccupied orbital energy (alpha / beta) = -0.43 / -1.70 eV
gap between HOMO and LUMO (alpha / beta) = 0.30413 / 0.25062 Eh
HOMO energy (alpha / beta) = -0.3198 / -0.3131 Ha
ΔE to the lowest compared entry with this formula, charge and spin = 875.3 kJ/mol


| no. | total energy (eV) | F_max (eV Å⁻¹) |
| --- | --- | --- |
| 1 | -189793.7572 | 0.440 |
| 2 | -9238.2462 | 5.199 |